Record 1
Molecular formula: C8H22AgN5O11
Method: DFT, the ωB97M-V functional and the def2-TZVPD basis

CARTESIAN COORDINATES (ANGSTROEM)
H: 19.18191 15.05813 -11.10586
C: 18.94441 16.58416 -8.66584
N: 17.90350 15.50770 -5.09484
H: 14.08511 14.92132 -5.40423
C: 19.32964 14.62812 -10.11357
O: 15.61521 19.27465 -4.67620
H: 12.94384 16.66017 -6.72028
H: 12.84795 15.69005 -7.99197
H: 18.08174 18.68092 -6.37983
H: 19.33677 18.82665 -7.64153
C: 13.31473 14.75616 -6.15837
C: 18.47283 15.19650 -8.98797
C: 13.59765 13.47218 -6.89713
H: 11.65878 15.61810 -5.02711
O: 18.67948 14.58574 -4.78377
N: 13.39993 15.85636 -7.15330
H: 17.63536 19.14636 -8.00061
H: 19.96013 16.52867 -8.24262
C: 18.31350 18.49798 -7.42848
O: 13.67506 18.55662 -5.32119
H: 16.94664 16.04136 -10.07808
O: 18.07929 17.15169 -7.71550
O: 15.50366 17.83601 -6.24483
H: 18.45102 14.52337 -8.13091
H: 11.79875 13.82092 -4.89464
N: 17.04312 15.26847 -9.40676
C: 11.92102 14.69449 -5.53853
H: 15.32575 11.54700 -7.12646
O: 16.47831 17.86923 -10.57166
N: 14.90708 18.57879 -5.38612
O: 14.88382 13.53863 -7.48031
H: 16.42054 12.41616 -8.18766
H: 16.72798 14.43435 -9.88951
H: 19.01527 17.27497 -9.51819
H: 13.56062 12.60932 -6.21330
O: 16.90996 15.23331 -5.84777
O: 18.06317 16.64518 -4.67986
H: 12.84823 13.29178 -7.68863
N: 15.25555 18.01689 -10.34397
H: 14.81231 11.99235 -8.82452
H: 20.39039 14.81843 -9.90392
O: 14.81316 17.77890 -9.17474
O: 14.48219 18.34399 -11.22236
Ag: 15.70133 16.12949 -7.73217
H: 19.21690 13.54326 -10.18503
H: 11.20346 14.57002 -6.35969
C: 15.36982 12.29112 -7.92732

The total charge is -1. The LUMO energy (spin up / spin down) is 2.46 / -0.20 eV. The orbital gap (spin up / spin down) comes out at 8.1 / 5.2 eV. As for the spin multiplicity: 2. The HOMO energy (spin up / spin down) is -0.20594 / -0.20003 hartree.

Record 2
Molecular formula: C8H22N4
Method: DFT, the ωB97M-V functional and the def2-TZVPD basis

CARTESIAN COORDINATES (ANGSTROEM)
H: -1.13443 -1.37546 0.93266
H: -3.20565 0.97713 -1.49091
H: -4.02884 -0.57543 -1.19696
H: -1.72596 2.46977 0.68315
N: -3.26958 0.03707 -0.92640
N: -0.73211 2.05976 0.76081
H: -1.04790 2.16058 -1.85860
H: 2.15443 -1.70844 0.95182
H: 4.49153 -2.16556 -0.36900
C: 0.18825 3.22527 0.94124
H: -0.95517 1.51069 1.62200
H: 1.21979 2.91820 1.17211
H: 2.47282 -2.88283 -0.41943
C: 2.43222 -1.81511 -0.04562
H: 0.32435 1.21314 -2.23730
H: -3.30665 -2.69272 -0.25992
H: -0.12452 3.93136 1.64527
N: -2.03837 -1.16661 0.47910
C: 1.24015 -0.98613 -0.68448
C: 0.84539 0.23355 0.22226
H: -4.01322 -1.64218 0.88240
H: 3.89410 -0.69135 -1.24935
H: 1.60579 -0.46891 -1.57595
H: 0.71978 -0.09620 1.37051
C: -3.14011 -2.18374 0.59934
C: 3.83869 -1.28422 -0.28321
C: -0.28144 1.14633 -0.24940
H: 1.60081 1.05940 0.25339
N: -0.21882 1.64727 -1.48406
H: 0.33286 -1.69047 -0.62166
C: -2.16657 -0.20730 -0.32071
H: -2.98957 -2.97328 1.39343
H: 0.33265 3.73394 0.04141
H: 4.17466 -0.66270 0.51186

The total charge is +2. The LUMO energy is -7.61 eV. The orbital gap comes out at 9.4 eV. The HOMO energy is -0.62531 hartree.

Here are the calculated energy above the lowest of the compared OMol25 structures with the same formula, charge and spin numbers, same order: 0.000; 0.594 (eV).